DFT (wB97M-V/def2-TZVPD) results for C4H6N2O as an isolated structure.

For the LUMO energy, the calculation gives 0.01 eV. Its spin multiplicity is 1. The energy relative to the best compared isomer or geometry (same formula, charge and spin) is 620.0 kJ/mol. The charge is 0. For the gap between HOMO and LUMO, the calculation gives 0.375 Eh.

Last column: natural (NBO) charge in e.
Atoms and positions in Å:
C 2.3979 0.2708 -0.1704  -0.23
C 0.2316 -0.1263 0.6054  -0.07
C -0.8446 -1.1104 0.1605  0.10
C -0.5765 1.1547 0.2671  0.02
H 2.7248 1.2814 -0.9588  0.20
H 2.5619 0.3115 0.8123  0.16
H 3.2714 -0.7601 -0.3411  0.16
H 0.4749 -0.2701 1.7631  0.22
H -0.4407 -2.2678 0.5187  0.22
H -0.2992 2.1457 0.5653  0.21
N -1.9025 -0.6140 -0.3632  -0.26
N -1.7572 0.8995 -0.2844  -0.21
O 1.2592 -0.4466 -0.3752  -0.52

DFT (wB97M-V/def2-TZVPD) results for one molecule with the formula C4H6N2O.

For the LUMO energy (alpha / beta), the calculation gives -0.13 / -1.44 eV. Its spin multiplicity is 1. The energy relative to the best compared isomer or geometry (same formula, charge and spin) is 595.3 kJ/mol. The charge is 0. For the gap between HOMO and LUMO (alpha / beta), the calculation gives 0.342 / 0.235 Eh.

Last column: natural (NBO) charge in e.
Atoms and positions in Å:
C -0.1596 0.8787 -0.8782  0.08
C -0.4775 -0.1443 0.5402  -0.39
C -1.3080 -1.2287 0.3617  -0.29
N -0.5286 2.1126 -0.6809  -0.45
H -0.1551 2.7352 -1.3988  0.33
H -0.3880 0.3037 -1.7824  0.22
H -0.5979 0.4259 1.4640  0.24
H -1.4284 -1.6792 -0.6172  0.18
H -1.9154 -1.6149 1.1709  0.19
O 1.7526 -1.0090 1.1993  -0.66
C 1.0768 -0.2895 0.2915  0.54
N 1.4375 0.4735 -0.6270  -0.49
H 2.6915 -0.9640 0.9570  0.49

| no. | strongest force on any atom (Eh/bohr) |
| --- | --- |
| 1 | 0.153 |
| 2 | 0.100 |